No. 1
The following is a DFT calculation (ωB97M-V/def2-TZVPD) of a structure of composition C18H45AlBCl6CsF4Na2O12S2.

Structure (ORCA input):
```
! wB97M-V def2-TZVPD RIJCOSX def2/J DEFGRID3
* xyz 0 1
Cs 6.379 -5.490 -4.752
Cl 7.749 0.920 -0.351
Cl 5.079 -0.171 -0.171
Cl 5.615 2.062 -1.914
Cl 6.629 -0.563 -2.570
Cl 7.890 4.091 1.895
Cl 5.831 5.953 0.948
S 5.856 7.291 6.952
S -10.110 -2.508 2.299
Al -0.044 -2.402 -2.690
Na -9.182 -4.428 3.512
Na -7.630 -0.855 -2.875
F 2.703 2.065 -3.386
F 4.112 3.878 -3.335
F 2.018 4.077 -4.282
F 2.236 3.845 -1.999
O 4.545 7.861 7.038
O -10.548 -1.274 1.630
O 1.594 -2.661 -2.004
O -6.744 1.910 0.930
O -8.609 -2.515 2.389
O -0.690 -3.919 -3.362
O 3.260 -5.057 0.546
O -8.747 -2.172 -1.825
O 6.090 5.992 7.509
O -10.483 -3.723 1.522
O -10.634 -2.672 3.680
O 6.358 7.312 5.456
C -8.058 -2.108 -0.556
C 4.899 -4.071 -2.932
C -4.816 -2.380 0.171
C 6.141 -4.385 -2.050
C -5.558 -1.586 -0.919
C -6.933 -1.091 -0.492
C -10.137 -2.509 -1.613
C -2.570 -2.454 -1.070
C 5.891 6.256 4.567
C 3.883 -3.198 -2.204
C 2.464 -3.471 -2.694
C -3.344 -1.967 0.152
C 6.995 4.707 0.490
C 4.487 6.498 4.067
C 7.025 8.438 7.593
C -1.214 -1.762 -1.205
C 6.251 0.585 -1.252
C 0.183 -1.066 -4.144
B 2.748 3.465 -3.254
H 4.379 -5.018 -3.118
H -10.224 -3.451 -1.072
H -5.609 -2.175 -1.844
H 2.247 -4.546 -2.514
H 6.604 6.259 3.747
H 6.928 9.373 7.047
H -3.145 -2.200 -1.971
H 4.119 -2.144 -2.356
H 4.396 7.496 3.640
H -6.953 -0.709 0.536
H -7.233 1.832 1.780
H 2.435 -3.301 -3.791
H -1.392 -0.690 -1.368
H 0.425 -0.092 -3.706
H 5.172 -3.651 -3.898
H -7.192 -0.247 -1.153
H -10.597 -2.598 -2.596
H -7.364 2.005 0.181
H -6.145 1.139 0.798
H -8.796 -1.868 0.210
H -4.940 -0.710 -1.151
H 3.930 -3.431 -1.142
H -0.158 -4.261 -4.076
H 7.055 -4.254 -2.622
H 0.998 -1.317 -4.832
H 2.568 -4.437 0.278
H 6.780 8.581 8.643
H 7.707 5.138 -0.204
H 6.458 3.884 0.035
H -3.311 -0.868 0.111
H -0.732 -0.920 -4.733
H -2.830 -2.241 1.077
H 6.146 -3.681 -1.222
H -5.239 -2.130 1.151
H -10.633 -1.733 -1.028
H 3.760 6.414 4.875
H 4.241 5.762 3.304
H 2.938 -5.911 0.243
H 8.021 8.019 7.484
H -7.657 -3.102 -0.348
H -2.453 -3.542 -1.040
H -0.656 -1.867 -0.265
H -4.952 -3.456 0.050
H 6.057 -5.398 -1.664
H 5.983 5.297 5.077
*
```

Values from the calculation:
Kohn-Sham gap: 3.4609 eV

No. 2
The following is a DFT calculation (ωB97M-V/def2-TZVPD) of a structure of composition C18H11BrF6I2N4O5S2Ti.

Structure (ORCA input):
```
! wB97M-V def2-TZVPD RIJCOSX def2/J DEFGRID3
* xyz 1 2
I -1.040 2.105 -2.174
I -0.849 4.664 0.692
Br 0.222 -2.445 -5.567
Ti -0.374 1.858 0.369
S 1.522 2.483 1.978
S 3.143 4.520 1.520
F 3.404 0.731 1.355
F 3.202 6.590 3.111
F 4.366 4.885 3.772
F 5.072 6.100 2.123
F 3.306 1.206 3.476
F 1.795 -0.038 2.549
O 2.470 5.312 0.546
O 1.455 2.370 0.468
O 4.091 3.519 1.128
O -1.926 1.209 0.831
O 0.174 2.069 2.416
N 0.070 -0.106 -0.004
N -1.989 -5.007 -0.533
N -2.401 -4.329 0.417
N 2.015 3.796 2.540
C 4.010 5.618 2.730
C -3.255 -0.806 1.182
C -0.633 -5.067 -2.494
C -1.579 -2.613 -3.384
C 1.148 -0.709 -0.488
C 0.183 -2.872 -0.135
C 1.250 -2.098 -0.529
C -1.029 -2.261 0.238
C -2.092 -3.169 -2.226
C -0.552 -3.261 -4.057
C -1.017 -0.868 0.348
C -1.588 -4.380 -1.756
C -2.708 4.878 -0.127
C -2.259 -2.927 0.518
C -2.128 -0.143 0.812
C -0.086 -4.494 -3.632
C -3.306 -2.207 1.036
C 2.621 0.991 2.382
H -2.894 5.770 -0.700
H -4.104 -0.260 1.573
H -2.901 -2.674 -1.703
H -4.207 -2.747 1.298
H 2.169 -2.550 -0.872
H -3.433 4.095 0.013
H 1.949 -0.076 -0.843
H -0.298 -6.034 -2.135
H -1.965 -1.675 -3.760
H 0.690 -5.003 -4.189
H 0.282 -3.950 -0.114
*
```

Values from the calculation:
energy relative to the best compared isomer or geometry (same formula, charge and spin): 66.2 kcal/mol
Kohn-Sham gap (spin up / spin down): 5.9778 / 5.9989 eV

No. 3
The following is a DFT calculation (ωB97M-V/def2-TZVPD) of a structure of composition C39H30BrCl2CsF10N6O2S.

Structure (ORCA input):
```
! wB97M-V def2-TZVPD RIJCOSX def2/J DEFGRID3
* xyz -2 1
Cs 0.021 0.306 0.717
Br -3.854 -2.358 -1.666
Cl -2.277 1.348 -2.340
Cl -3.343 3.963 -3.128
S -0.885 -2.814 2.286
F 0.962 1.346 -2.195
F -0.865 3.532 0.634
F 3.600 4.737 -4.155
F 1.177 3.483 -3.764
F 1.695 7.464 3.375
F 0.162 8.095 1.180
F 5.684 1.576 -1.355
F 5.803 3.694 -2.887
F 1.987 5.005 4.228
F -1.127 6.030 -0.116
O 0.371 -2.449 1.651
O -1.279 -4.205 2.138
N 3.017 0.240 -0.900
N 0.780 2.747 2.692
N 3.043 1.016 1.946
N -3.312 0.447 1.128
N -1.155 -1.843 -1.674
N -1.936 -1.726 1.906
C -5.441 -2.951 2.191
C 0.296 6.810 1.598
C -3.290 -1.837 1.910
C -1.765 -3.712 -3.036
C 0.988 -2.365 5.860
C -6.085 0.488 0.970
C 4.500 2.011 -1.884
C -0.157 4.461 1.336
C -1.362 -2.407 6.294
C -0.442 -3.888 -3.407
C 2.284 3.003 -3.153
C 4.595 3.117 -2.703
C -6.144 -1.852 1.779
C 2.311 0.916 3.199
C 0.742 -2.504 4.500
C -0.055 -2.323 6.775
C -0.332 5.762 0.942
C -1.615 -2.543 4.940
C 4.135 1.958 2.001
C -1.933 3.067 -2.521
C 1.090 6.476 2.679
C 2.189 1.906 -2.341
C -4.041 -2.955 2.264
C 1.701 2.240 3.679
C -4.018 -0.657 1.481
C 3.279 1.303 -1.620
C 0.523 -3.030 -2.901
C 0.120 -2.033 -2.028
C -5.432 -0.683 1.417
C 3.976 -0.311 0.028
C 3.421 -0.296 1.458
C -2.047 -2.662 -2.173
C 3.499 3.643 -3.360
C 0.684 4.025 2.422
C -5.354 1.587 0.624
C -3.949 1.513 0.727
C -0.558 -2.602 4.041
C 0.210 -2.193 8.251
C 1.265 5.170 3.078
H 1.568 -3.124 -3.160
H 1.501 0.199 3.042
H 1.184 2.013 4.624
H -0.468 -1.474 8.712
H -1.668 3.474 -1.552
H -2.191 -2.353 6.991
H 4.958 0.168 0.041
H 0.069 -3.150 8.760
H 2.522 2.914 3.935
H 2.010 -2.273 6.210
H -0.176 -4.691 -4.084
H -2.554 -4.355 -3.397
H -5.828 2.495 0.272
H -7.168 0.494 0.903
H 2.522 -0.913 1.473
H 4.166 -0.804 2.109
H 1.552 -2.518 3.782
H 1.232 -1.864 8.438
H 2.936 0.510 4.021
H 4.627 2.019 1.031
H 4.897 1.683 2.757
H 0.850 -1.350 -1.606
H -7.226 -1.859 1.722
H -5.976 -3.855 2.465
H -3.338 2.373 0.469
H -1.124 3.183 -3.232
H 4.159 -1.369 -0.212
H 3.759 2.952 2.239
H -3.522 -3.857 2.554
H -2.633 -2.591 4.572
*
```

Values from the calculation:
energy relative to the best compared isomer or geometry (same formula, charge and spin): 1.3 kcal/mol
Kohn-Sham gap: 5.3756 eV

No. 4
The following is a DFT calculation (ωB97M-V/def2-TZVPD) of a structure of composition C12H21F9N4O10S2V.

Structure (ORCA input):
```
! wB97M-V def2-TZVPD RIJCOSX def2/J DEFGRID3
* xyz 1 3
V 1.097 0.159 0.175
S 2.639 3.092 -0.301
S 0.129 3.129 -1.286
F 3.515 4.525 1.916
F -1.517 1.924 3.979
F 1.385 4.635 1.461
F 0.328 1.054 4.594
F 0.533 1.446 -3.347
F -1.490 0.365 5.396
F -0.286 3.309 -3.986
F 1.754 3.332 -3.380
F 2.125 2.908 2.434
O 2.173 -0.123 -1.718
O -1.235 2.617 -1.279
O 2.473 0.057 0.992
O 2.928 4.230 -1.144
O 0.199 4.548 -1.001
O 3.732 2.148 -0.331
O -0.609 -0.480 -1.078
O -2.432 -0.313 2.524
O 1.074 -2.193 0.094
O -0.230 0.049 1.951
N 4.151 -0.176 -2.650
N -2.751 -0.356 -0.587
N 0.452 -4.115 -0.796
N 1.175 2.175 -0.528
C -2.182 -0.462 -2.870
C 2.443 3.860 1.524
C 0.619 2.832 -3.141
C -1.071 -0.197 3.010
C -4.706 -0.648 2.587
C 2.882 -0.569 -2.661
C -0.921 0.781 4.304
C 0.788 -3.384 0.229
C 2.463 -1.475 -3.712
C -1.779 -0.454 -1.466
C -3.424 -0.526 3.408
C 0.754 -4.033 1.601
H -3.497 0.324 4.086
H 1.394 -1.688 -3.728
H 4.804 -0.784 -3.123
H -0.871 -1.193 3.403
H -2.440 -0.233 0.366
H 0.043 -5.014 -0.588
H 1.683 -3.916 2.159
H -5.598 -0.475 3.189
H -4.774 -1.689 2.270
H -0.088 -3.623 2.159
H 2.944 -2.438 -3.538
H -4.892 0.057 1.777
H -2.317 -1.533 -3.022
H 4.396 0.462 -1.907
H -3.125 0.074 -2.978
H -3.319 -1.397 4.056
H -1.514 0.014 -3.589
H 0.347 -3.794 -1.748
H 2.838 -1.154 -4.684
H 0.485 -5.078 1.445
H -3.675 -0.592 -0.919
*
```

Values from the calculation:
Kohn-Sham gap (spin up / spin down): 9.1585 / 5.4799 eV